Model i:
Entry from the OMol25 dataset: a cluster of 2 separate species, H3S3 in total (ωB97M-V/def2-TZVPD).

Cartesian coordinates (Å):
1 S -1.5639 1.0291 0.5766
2 S 2.0775 -1.1332 0.1573
3 S 0.6091 -0.5693 -1.4175
4 H 1.7930 0.1350 0.4851
5 H -2.5186 0.2767 -0.0166
6 H -0.3971 0.2617 0.2150

Properties
* LUMO: 0.13038 Eh
* total charge: -1
* highest occupied orbital energy: -2.89 eV
* 2S+1: 1

=====

Model ii:
Entry from the OMol25 dataset: a cluster of 2 separate species, H3S3 in total (ωB97M-V/def2-TZVPD).

Cartesian coordinates (Å):
1 S 1.3540 -1.0350 -0.7153
2 S -0.0084 2.0655 -0.1194
3 S 0.3767 -2.0338 0.8772
4 H -0.9197 -1.5458 0.4953
5 H 0.4939 0.7492 -0.2072
6 H -1.2964 1.7999 -0.3307

Properties
* LUMO: 0.13213 Eh
* total charge: -1
* highest occupied orbital energy: -2.81 eV
* 2S+1: 1

=====

Which of them is least stable? Easy: model i.

=====

Model i:
Entry from the OMol25 dataset: a cluster of 2 separate species, C4H6O4 in total (ωB97M-V/def2-TZVPD).

Cartesian coordinates (Å):
1 O -2.3867 -2.2265 2.3727
2 O -2.1827 -0.2608 3.5048
3 O 0.8144 2.6532 -3.2738
4 O 2.4345 1.0678 -3.4037
5 C 1.3437 1.5601 -2.9971
6 C -0.3389 -0.9412 2.1758
7 C 0.5976 0.6539 -1.9601
8 C -1.8166 -1.1852 2.7299
9 H -0.3694 -0.3756 1.2485
10 H 0.8136 -0.3965 -2.1578
11 H -0.4731 0.8394 -2.0195
12 H 1.0172 0.8907 -0.9817
13 H 0.3568 -0.4041 2.8290
14 H 0.1895 -1.8752 1.9332

Properties
* LUMO: 0.23603 Eh
* total charge: -2
* highest occupied orbital energy: -1.76 eV
* 2S+1: 1

=====

Model ii:
Entry from the OMol25 dataset: a cluster of 2 separate species, C4H6O4 in total (ωB97M-V/def2-TZVPD).

Cartesian coordinates (Å):
1 O -1.4234 0.4720 -0.5291
2 O 0.8066 -0.9941 1.2566
3 O -1.4257 0.5774 -2.8043
4 O 1.7307 -0.0552 3.0785
5 C -1.2564 0.0125 -1.6710
6 C 1.0910 -0.0389 1.9722
7 C -0.6200 -1.3766 -1.8269
8 C 0.6329 1.4631 1.5675
9 H -1.2869 -2.1708 -1.4697
10 H 1.3173 2.1518 2.0428
11 H -0.2151 -1.5518 -2.8030
12 H -0.4153 1.5511 1.8223
13 H 0.8360 1.4826 0.5163
14 H 0.2283 -1.5233 -1.1521

Properties
* LUMO: 0.25588 Eh
* total charge: -2
* highest occupied orbital energy: -0.59 eV
* 2S+1: 1

=====

Which of them is least stable? Easy: model ii.

=====

Model i:
Entry from the OMol25 dataset: a structure of composition C15H28F6N3O2SbW (ωB97M-V/def2-TZVPD).

Cartesian coordinates (Å):
1 W 0.1243 -0.0400 0.3766
2 Sb -3.8784 0.6774 -2.2186
3 F -2.9594 -0.9537 -1.8151
4 F -4.5468 0.4466 -0.4964
5 F -3.4523 2.4136 -1.7840
6 F -5.3971 0.3772 -3.1718
7 F -2.6699 0.7718 -3.6258
8 F -1.1754 0.8317 -0.6629
9 O -2.1687 1.9530 3.0558
10 O -0.5105 1.1827 1.7262
11 N -0.0598 -1.1481 -1.6284
12 N 1.1835 1.7764 -0.3823
13 N -1.8366 -0.9529 0.9229
14 C 0.5753 -0.0933 4.1488
15 C 1.8077 1.6553 -2.8306
16 C -2.5769 -0.0837 1.9066
17 C 0.8925 -2.3926 1.1095
18 C 1.9349 -1.7391 0.4083
19 C 3.8044 -0.0299 0.3154
20 C -1.7797 1.1352 2.3075
21 C 1.0256 -0.6807 2.8649
22 C 0.4675 -1.8437 2.3304
23 C 0.3104 -3.6708 0.5981
24 C 2.5647 -0.5992 0.9301
25 C 2.0225 -0.0274 2.0938
26 C 1.7066 0.1312 -2.8769
27 C 0.2776 -0.4032 -2.9028
28 C 0.9637 2.3399 -1.7734
29 H -2.4098 -1.0074 0.0732
30 H 2.2537 -0.2213 -3.7505
31 H 2.3149 -2.1647 -0.5128
32 H 0.3804 -3.7739 -0.4838
33 H -2.8103 -0.6365 2.8169
34 H -0.3154 -2.3500 2.8883
35 H 0.4578 -2.0222 -1.6661
36 H 1.4866 2.0644 -3.7910
37 H -0.1013 2.2830 -1.9797
38 H 2.1926 1.7436 -0.2370
39 H 0.8940 -4.4960 1.0225
40 H -1.8416 -1.9008 1.2901
41 H 2.8555 1.9478 -2.7252
42 H 1.2245 3.3969 -1.7217
43 H -0.7192 -3.8293 0.9192
44 H 0.1245 -1.1034 -3.7233
45 H -3.5183 0.2643 1.4865
46 H -1.0448 -1.4135 -1.7159
47 H 3.8670 -0.1842 -0.7596
48 H 2.2265 -0.3113 -2.0207
49 H -0.4610 0.3854 -3.0168
50 H 1.3073 -0.3604 4.9213
51 H 3.9539 1.0202 0.5689
52 H 0.5519 0.9961 4.0995
53 H 2.4220 0.9172 2.4485
54 H 0.8400 2.4784 0.2795
55 H 4.6522 -0.5647 0.7588
56 H -0.3919 -0.4764 4.4696

Properties
* LUMO (spin up / spin down): -0.43722 / -0.45953 Eh
* total charge: +3
* highest occupied orbital energy (spin up / spin down): -19.87 / -20.12 eV
* 2S+1: 2

=====

Model ii:
Entry from the OMol25 dataset: a structure of composition C15H28F6N3O2SbW (ωB97M-V/def2-TZVPD).

Cartesian coordinates (Å):
1 W 0.1104 0.0659 -0.1322
2 Sb -2.8384 1.6880 3.0594
3 F -3.5475 2.1337 1.3451
4 F -1.6892 0.7946 4.3322
5 F -4.2942 2.2328 4.0780
6 F -1.0903 1.1240 0.9957
7 F -2.8098 -0.1749 2.3193
8 F -1.3598 2.8993 2.8533
9 O 2.2683 2.6377 2.6758
10 O 1.4151 1.4954 0.9268
11 N 0.3753 -0.4704 2.5247
12 N -1.9843 -0.9160 -0.3586
13 N -0.0370 1.9520 -1.3971
14 C -2.1695 1.8168 -2.7110
15 C -1.3843 2.5573 -1.6333
16 C 0.6510 -3.9750 0.3542
17 C 2.4083 -0.2663 -0.9877
18 C 0.6199 -1.9243 -1.1519
19 C 1.6967 1.8065 2.0850
20 C 2.2024 -2.0431 0.6901
21 C -2.9286 -0.0609 -1.1388
22 C -2.2883 0.3095 -2.4825
23 C 1.3765 -0.8564 -1.7849
24 C 1.1527 -2.6286 -0.0019
25 C 4.0765 -0.3990 0.8866
26 C 1.3766 -0.6631 -3.2771
27 C 2.8376 -0.8599 0.2207
28 C 1.0876 0.5479 3.1916
29 H 0.6328 -4.1453 1.4279
30 H 1.3387 -4.7239 -0.0537
31 H 0.4070 -0.8385 -3.7376
32 H -2.4304 -1.0360 0.5610
33 H -0.6158 -0.4573 2.7841
34 H 0.7753 -1.3893 2.7088
35 H -2.0381 -1.8472 -0.7892
36 H 0.4951 1.1982 3.8362
37 H 2.0201 0.2339 3.6566
38 H -0.3275 -4.1934 -0.0631
39 H 1.7593 0.3128 -3.5723
40 H 3.0626 0.4767 -1.4474
41 H 4.2713 0.6622 0.7474
42 H -1.9175 2.5817 -0.6757
43 H 0.4354 1.9449 -2.3128
44 H -2.8692 -0.1057 -3.3058
45 H -1.7179 1.9881 -3.6906
46 H 0.4731 2.6499 -0.8312
47 H -3.1538 0.8333 -0.5540
48 H 0.0053 -2.5286 -1.8281
49 H -1.2834 -0.1477 -2.5221
50 H 2.0556 -1.4037 -3.7117
51 H 4.1056 -0.6494 1.9441
52 H -1.2606 3.5937 -1.9645
53 H -3.1679 2.2530 -2.7409
54 H 2.6616 -2.5748 1.5103
55 H -3.8765 -0.5854 -1.2890
56 H 4.9259 -0.9259 0.4320

Properties
* LUMO (spin up / spin down): -0.48726 / -0.48214 Eh
* total charge: +3
* highest occupied orbital energy (spin up / spin down): -18.63 / -18.43 eV
* 2S+1: 2

=====

Which of them is least stable? Easy: model ii.

=====

Model i:
Entry from the OMol25 dataset: a cluster of 2 separate species, C4H9N2O2S in total (ωB97M-V/def2-TZVPD).

Cartesian coordinates (Å):
1 S -1.3428 -1.7027 -0.5360
2 O 0.0690 -1.9869 -0.2352
3 O -1.7976 -2.2430 -1.7523
4 N 1.3070 0.1755 0.8542
5 N 3.2754 -0.0743 -0.4125
6 C 2.3743 0.7030 0.1774
7 C -1.6629 0.0675 -0.4643
8 C 0.2815 0.6982 1.4635
9 C -2.9996 0.5256 -0.4596
10 H 0.9468 -0.8036 0.5446
11 H -2.9940 1.6247 -0.6013
12 H -3.4312 0.2230 0.4991
13 H -3.5366 -0.1155 -1.3349
14 H 2.9098 -0.9767 -0.7913
15 H -0.2678 -0.1451 1.9559
16 H 4.0284 0.4448 -0.8682
17 H 2.4953 1.7657 0.4507
18 H 0.3451 1.8198 1.5104

Properties
* LUMO (spin up / spin down): -0.20293 / -0.20628 Eh
* total charge: +1
* highest occupied orbital energy (spin up / spin down): -12.75 / -11.89 eV
* 2S+1: 1

=====

Model ii:
Entry from the OMol25 dataset: a cluster of 2 separate species, C4H9N2O2S in total (ωB97M-V/def2-TZVPD).

Cartesian coordinates (Å):
1 S 2.2744 1.2458 0.4659
2 O -2.8803 -0.7354 -1.1399
3 O -2.0797 1.2478 -0.4990
4 N -0.1426 1.5056 1.6488
5 N -1.9972 -0.1888 -0.5711
6 C -0.9832 -0.7795 -0.1702
7 C -0.5458 -2.0748 0.4024
8 C 0.6302 0.9648 0.7145
9 C 2.6234 0.3208 -1.0578
10 H -2.9246 1.5258 -0.8762
11 H -1.1608 1.3790 1.7037
12 H 3.3257 -0.5138 -0.8113
13 H -1.2356 -2.8770 0.1791
14 H 1.8880 -0.1329 -1.5845
15 H -0.4167 -1.8908 1.4896
16 H 0.4026 -2.3490 -0.2772
17 H 3.0759 1.0287 -1.8314
18 H 0.1464 2.3238 2.2147

Properties
* LUMO (spin up / spin down): -0.21256 / -0.21175 Eh
* total charge: +1
* highest occupied orbital energy (spin up / spin down): -13.49 / -13.49 eV
* 2S+1: 1

=====

Which of them is least stable? Easy: model ii.

=====

Model i:
Entry from the OMol25 dataset: a cluster of 3 separate species, C3H11NO2 in total (ωB97M-V/def2-TZVPD).

Cartesian coordinates (Å):
1 O -1.6191 2.0155 -1.1688
2 O -2.3564 -0.3400 0.2076
3 N 0.9814 1.1313 -0.8592
4 C 0.9164 -1.0000 0.0886
5 C 0.6742 -1.9912 1.1973
6 C 1.1277 0.3556 0.3386
7 H 1.5733 -2.6113 1.3830
8 H 1.1244 -1.3572 -0.9354
9 H -0.8662 1.4153 -1.0519
10 H -0.1839 -2.6669 1.0546
11 H 1.2131 0.9075 1.2578
12 H -2.3702 0.6108 0.4023
13 H -1.8455 -0.2592 -0.6060
14 H -1.3504 2.7502 -0.6019
15 H 1.8376 1.6519 -1.0504
16 H 0.6196 0.7579 -1.7350
17 H 0.5240 -1.3703 2.0790

Properties
* LUMO (spin up / spin down): -0.18330 / -0.31031 Eh
* total charge: +1
* highest occupied orbital energy (spin up / spin down): -15.05 / -15.04 eV
* 2S+1: 2

=====

Model ii:
Entry from the OMol25 dataset: a cluster of 2 separate species, C3H11NO2 in total (ωB97M-V/def2-TZVPD).

Cartesian coordinates (Å):
1 O -1.9056 0.5380 -0.1134
2 O 1.0351 2.9082 0.4255
3 N 0.6626 -0.7942 -0.5923
4 C -0.3739 -1.2990 0.3141
5 C 1.7145 -1.6491 -1.0271
6 C -1.1754 -0.1358 0.9013
7 H 1.4461 -2.0651 -2.0010
8 H -0.9667 -1.9478 -0.3620
9 H 0.1889 -0.2410 -1.3259
10 H 0.3991 3.2019 1.0995
11 H 1.9769 -2.4292 -0.3260
12 H 2.5777 -1.0210 -1.2778
13 H 0.1013 -1.8899 1.0917
14 H -1.7920 -0.5411 1.7158
15 H -2.6845 0.0200 -0.3905
16 H 0.6380 2.0734 0.1511
17 H -0.4473 0.6023 1.2320

Properties
* LUMO (spin up / spin down): -0.12282 / -0.29999 Eh
* total charge: +1
* highest occupied orbital energy (spin up / spin down): -14.75 / -14.74 eV
* 2S+1: 2

=====

Which of them is least stable? Easy: model i.

=====

Model i:
Entry from the OMol25 dataset: a structure of composition C11H23N3O6Ru (ωB97M-V/def2-TZVPD).

Cartesian coordinates (Å):
1 Ru 0.0116 -0.2079 -0.1384
2 O 1.9454 -1.0731 -4.0504
3 O -0.1195 1.4526 -2.7675
4 O 0.5982 -0.9448 1.6516
5 O 0.6519 2.1060 1.1511
6 O 2.6427 -3.6730 -1.8402
7 O -2.4646 -0.0173 1.7262
8 N 2.1719 -0.2110 -0.3230
9 N -0.6980 1.0160 -1.5635
10 N -1.7546 0.4053 0.5919
11 C 4.9603 -0.5511 -0.2500
12 C 2.8099 -0.4529 0.8257
13 C 2.9203 -0.0836 -1.4464
14 C -1.9350 1.5501 -1.3776
15 C -2.5673 2.4380 -2.3834
16 C 4.1837 -0.6585 0.8980
17 C 1.9683 -0.5502 2.0502
18 C -0.8457 -2.0331 -0.6573
19 C -2.5419 1.1967 -0.1820
20 C 4.3060 -0.2496 -1.4498
21 C -3.9275 1.6009 0.1983
22 H -4.7092 1.0291 -0.3517
23 H -1.7142 -1.5778 -1.1809
24 H 0.9205 1.8382 0.2444
25 H 4.5513 -0.8959 1.8965
26 H 0.6025 0.8062 -2.8991
27 H -1.8304 -0.5828 2.2046
28 H -2.5303 3.4984 -2.0577
29 H -4.1037 2.6563 -0.1001
30 H 0.5651 -1.9204 1.5868
31 H -4.1302 1.5088 1.2766
32 H -0.1871 -2.6935 -1.2494
33 H 1.0419 -1.2516 -3.7344
34 H 2.3552 0.1056 -2.3641
35 H 2.3686 -1.9246 -3.8577
36 H -3.6426 2.1924 -2.4885
37 H -0.2319 1.6672 1.1952
38 H -2.0758 2.3496 -3.3617
39 H 4.8061 -0.1634 -2.4187
40 H 1.7983 -3.9023 -1.3881
41 H -1.1888 -2.4663 0.3050
42 H 1.8600 0.4217 2.5236
43 H 6.0425 -0.6961 -0.2331
44 H 2.4051 -1.2484 2.7685

Properties
* LUMO (spin up / spin down): -0.10968 / -0.27200 Eh
* total charge: +1
* highest occupied orbital energy (spin up / spin down): -9.00 / -11.65 eV
* 2S+1: 6

=====

Model ii:
Entry from the OMol25 dataset: a structure of composition C11H23N3O6Ru (ωB97M-V/def2-TZVPD).

Cartesian coordinates (Å):
1 Ru 0.5139 -0.0535 -0.0156
2 O -1.9439 3.0344 -1.1577
3 O -1.7144 0.0381 -2.0794
4 O 2.9052 -1.9402 -0.4757
5 O -0.5412 -2.5016 1.1163
6 O 1.6052 -0.2908 1.8525
7 O -0.1025 3.2865 0.8664
8 N 1.6329 -1.4596 -0.8397
9 N -0.8354 0.5796 1.5329
10 N -0.4658 -0.4477 -1.6962
11 C -1.2735 0.8428 3.8784
12 C 0.0611 -1.3629 -2.5452
13 C 1.6965 1.4271 -0.6260
14 C 2.1693 -2.8390 -2.7947
15 C -1.9607 1.2659 1.2705
16 C -0.6415 -1.7025 -3.8165
17 C -0.5165 0.3449 2.8158
18 C 1.2708 -1.9245 -2.0554
19 C 0.7328 -0.4462 3.0150
20 C -2.7769 1.7934 2.2764
21 C -2.4087 1.5865 3.6025
22 H 0.0707 -1.7468 -4.6493
23 H 2.0918 0.5639 1.9028
24 H 1.6219 -3.6268 -3.3228
25 H -1.2088 -1.9977 0.6073
26 H 2.8950 -3.3293 -2.1538
27 H 1.1808 2.3218 -0.2791
28 H 2.7375 -2.3199 -3.5769
29 H -1.4327 -0.9963 -4.0884
30 H -3.6530 2.3840 1.9978
31 H -1.0994 -2.6982 -3.7452
32 H 0.4565 4.0434 1.2715
33 H -1.8282 0.9325 -1.6531
34 H -0.9051 0.6156 4.8783
35 H -2.2030 1.4277 0.2289
36 H 0.0470 -2.8661 0.4244
37 H 1.3106 -0.1230 3.8719
38 H -1.1339 3.1822 -1.6729
39 H 2.7054 1.3356 -0.1584
40 H -1.5785 3.3335 -0.2364
41 H 0.5811 -1.5245 3.1244
42 H -2.9997 1.9919 4.4189
43 H 1.8863 1.4544 -1.7389
44 H 3.0511 -1.5886 0.4246

Properties
* LUMO (spin up / spin down): -0.11388 / -0.22395 Eh
* total charge: +1
* highest occupied orbital energy (spin up / spin down): -9.11 / -12.00 eV
* 2S+1: 6

=====

Which of them is least stable? Easy: model i.